# 1
DFT (wB97M-V/def2-TZVPD) results for one molecule with the formula C19H19FN2O3.

Element x y z (Å)
O  2.35517  0.89124  -2.27886
C  1.80621  0.35757  -1.33384
C  2.61034  -0.44792  -0.30320
C  4.08859  -0.48062  -0.69464
O  4.81971  -1.27356  0.21087
C  4.52874  -1.00684  1.52171
C  5.39266  -1.47434  2.50479
C  5.14723  -1.20148  3.83628
C  4.04178  -0.44910  4.20009
C  3.16417  0.00226  3.23331
C  3.39416  -0.28270  1.89404
O  2.46850  0.15326  0.97192
N  0.47750  0.41379  -1.14000
C  -0.24967  -0.25684  -0.08121
C  -1.61003  0.40621  0.11611
N  -2.39539  0.28114  -1.08855
C  -3.76577  0.36698  -1.05208
C  -4.44672  0.88542  0.05773
C  -5.82618  0.94563  0.10082
C  -6.58982  0.50089  -0.96342
C  -5.94965  -0.02331  -2.07325
C  -4.57409  -0.09357  -2.10221
F  -4.00644  -0.66595  -3.20023
C  -1.64914  0.34611  -2.33077
C  -0.34509  1.10395  -2.11715
H  2.23107  -1.48374  -0.26527
H  4.21826  -0.91969  -1.68376
H  4.46985  0.54829  -0.70485
H  6.25352  -2.04463  2.19473
H  5.82560  -1.56873  4.59060
H  3.85599  -0.22134  5.23817
H  2.28944  0.57799  3.49217
H  0.31407  -0.19602  0.85017
H  -0.40062  -1.31412  -0.33862
H  -2.12880  -0.10525  0.93152
H  -1.45997  1.45695  0.40727
H  -3.88353  1.26307  0.89554
H  -6.30715  1.35585  0.97604
H  -7.66608  0.55393  -0.93232
H  -6.50394  -0.39847  -2.91926
H  -1.43042  -0.66183  -2.70810
H  -2.23521  0.87031  -3.08831
H  -0.55329  2.12488  -1.77705
H  0.22445  1.16432  -3.04694

## Properties
E_LUMO = 0.574 eV
Structure (SMILES) = O=C([C@H]1COc2ccccc2O1)N1CCN(c2ccccc2F)CC1
Highest occupied orbital energy = -7.943 eV
E = -1170.50970 Ha
Strongest force on any atom = 0.65 eV/A
HOMO-LUMO gap = 8.517 eV

---

# 2
DFT (wB97M-V/def2-TZVPD) results for C32H36BFMnN6O5P2S as an isolated structure.

Element x y z (Å)
Mn  0.20039  -0.50684  -0.58369
O  3.62574  1.53121  0.83409
S  2.56174  0.68973  1.36934
O  3.06281  -0.50913  1.99069
O  1.61404  0.41063  0.24250
C  1.55017  1.54397  2.52023
C  2.21080  2.14704  3.58244
C  1.48123  2.78455  4.56682
C  0.09667  2.80368  4.47858
C  -0.55402  2.20546  3.41329
C  0.15806  1.54353  2.40818
P  -0.86504  1.05944  0.93558
C  -1.11868  2.78342  0.38432
C  -2.35532  3.42062  0.40867
C  -2.44507  4.75942  0.05150
C  -1.31273  5.46388  -0.32068
C  -0.07483  4.83183  -0.33676
C  0.02355  3.49925  0.01560
C  -2.41761  0.43276  1.60440
C  -2.46555  -0.20318  2.84652
C  -3.66916  -0.69389  3.32116
C  -4.82068  -0.58306  2.55223
C  -4.76987  0.00959  1.29867
C  -3.57049  0.50279  0.81755
H  3.29272  2.11438  3.61672
H  1.98597  3.27210  5.38928
H  -0.48875  3.29389  5.24508
H  -1.63175  2.26120  3.35811
H  -3.24496  2.89481  0.72162
H  -3.41198  5.24488  0.06256
H  -1.39066  6.50910  -0.58883
H  0.81268  5.38015  -0.62346
H  0.99067  3.01242  0.01250
H  -1.56867  -0.30466  3.44252
H  -3.70799  -1.16715  4.29337
H  -5.75930  -0.97089  2.92577
H  -5.66124  0.07461  0.68969
H  -3.52916  0.94478  -0.16916
B  -2.38464  -2.76563  -0.16220
N  -1.34078  -2.71182  0.98111
C  -1.39407  -3.36254  2.14195
C  -0.31585  -2.97804  2.92286
C  0.36879  -2.06253  2.13882
N  -0.25767  -1.90365  0.95646
N  -1.59122  -2.72105  -1.49392
C  -1.70029  -3.52917  -2.54066
C  -0.96641  -2.99616  -3.60030
C  -0.43868  -1.82027  -3.10096
N  -0.82035  -1.66545  -1.81692
H  -3.06093  -1.77394  -0.13221
H  -2.99132  -3.79190  -0.09964
H  -2.18788  -4.06190  2.34766
H  -0.05676  -3.31047  3.91317
H  1.28788  -1.55444  2.35910
H  -2.30622  -4.41862  -2.48936
H  -0.87164  -3.38378  -4.60031
H  0.17120  -1.08534  -3.59753
F  -1.04151  3.71083  -4.81101
C  -0.78536  2.79625  -3.87693
C  0.51706  2.61723  -3.45121
C  0.77374  1.67976  -2.46178
C  -0.25855  0.91957  -1.92697
C  -1.56046  1.11164  -2.38506
C  -1.83581  2.05415  -3.35875
H  1.30653  3.21846  -3.88288
H  1.79206  1.55081  -2.11279
H  -2.37405  0.51004  -1.99734
H  -2.84115  2.21983  -3.72225
N  4.99614  -0.40066  -0.69166
C  4.50196  -1.78036  -0.38753
P  3.22157  -2.20626  -1.64392
O  3.84948  -1.91833  -2.97556
O  1.87106  -1.62899  -1.36160
C  3.06068  -4.07238  -1.67539
N  2.99035  -4.37124  -3.14543
H  5.97656  -0.29014  -0.43547
H  4.47446  0.32915  -0.14338
H  4.90589  -0.21341  -1.69592
H  4.11473  -1.81292  0.62711
H  5.32256  -2.48711  -0.49549
H  2.16916  -4.41581  -1.15909
H  3.93500  -4.55632  -1.24529
H  2.02645  -4.43630  -3.47361
H  3.48862  -5.21288  -3.42590
H  3.42597  -3.50423  -3.58903

## Properties
Total charge = +2
E_LUMO (alpha / beta) = -7.580 / -5.509 eV
Highest occupied orbital energy (alpha / beta) = -13.481 / -13.638 eV
E = -4301.97170 Ha
Strongest force on any atom = 1.62 eV/A
<S²> = 4.170
HOMO-LUMO gap (alpha / beta) = 5.902 / 8.129 eV
Spin multiplicity = 4

---

# 3
DFT (wB97M-V/def2-TZVPD) results for one molecule with the formula C3H8N2O.

Element x y z (Å)
C  -0.07342  1.57571  0.17530
N  0.91780  0.78735  -0.49012
C  1.24336  -0.45893  -0.12680
O  2.35481  -0.94657  -0.03799
N  0.17038  -1.37250  0.13523
C  -1.20431  -1.05275  -0.30748
H  -0.38112  1.05501  1.30775
H  -1.06450  1.77646  -0.15470
H  0.43245  2.66965  0.25575
H  1.95495  1.25164  -0.52821
H  0.23361  -1.89587  1.13713
H  -1.64523  -0.59388  0.41091
H  -1.26311  -0.67019  -1.36333
H  -1.67566  -2.12514  -0.41345

## Properties
E_LUMO = 0.757 eV
Structure (SMILES) = CNC(=O)NC
Highest occupied orbital energy = -9.258 eV
E = -303.77924 Ha
Strongest force on any atom = 8.26 eV/A
HOMO-LUMO gap = 10.015 eV

---

Q: Which of these has the lowest E?
A: C32H36BFMnN6O5P2S

---

Q: Among the records above, which one has the highest strongest force on any atom?
A: C3H8N2O

---

Q: Among the records above, which one has the highest E?
A: C3H8N2O

---

Q: Look up the strongest force on any atom of the third one.
A: 8.26 eV/A